139
Properties=species:S:1:pos:R:3 method="wB97M-V/def2-TZVPD" gap_ev="7.11 / 6.06" e_above_lowest_kcal_mol=1.1 homo_ev="-6.93 / -7.03" mol_weight_g_mol=1330.89 s_squared=8.7688 spin_multiplicity=6
Ru -0.31484 -0.61024 0.58822
Cl -3.51011 -5.83191 4.29938
C -3.01207 -4.25947 3.75535
C -2.24210 -4.17026 2.60773
C -1.79914 -2.93172 2.15740
N -1.02957 -2.71469 1.00196
C -0.53058 -3.74784 0.30402
O -0.50649 -4.95203 0.56897
C 0.05371 -3.32772 -1.03465
C 0.48151 -4.28075 -1.94659
C 0.91655 -3.84509 -3.18704
C 0.92039 -2.48222 -3.47059
C 0.50807 -1.59962 -2.48877
N 0.06837 -2.02059 -1.30379
C -2.13852 -1.77185 2.87301
C -2.92144 -1.87644 4.01572
C -3.34510 -3.11894 4.45977
Cl -4.27209 -3.20367 5.92685
N -1.55266 -0.58199 2.41112
C -1.96149 0.60788 2.88875
O -2.94063 0.87707 3.58176
C -0.98534 1.74009 2.59605
C -1.25366 3.01637 3.06811
C -0.25437 3.97220 2.97398
C 0.97606 3.62208 2.42642
C 1.13912 2.33525 1.93690
N 0.17559 1.42350 2.01524
H -1.96317 -5.07031 2.08565
H 0.44057 -5.32127 -1.66360
H 1.24411 -4.56042 -3.92910
H 1.23864 -2.09838 -4.42715
H 0.51980 -0.52982 -2.65706
H -3.20267 -0.99294 4.56444
H -2.21069 3.20826 3.52656
H -0.42302 4.97513 3.34154
H 1.78974 4.33045 2.35805
H 2.07465 2.01469 1.48917
C 4.87478 0.78481 -2.96056
N 3.92238 -0.01135 -2.21619
C 4.02111 -1.45559 -2.33982
C 3.02405 0.53971 -1.37042
C 3.04417 2.04136 -1.24947
O 2.22403 -0.15298 -0.74514
H 5.41173 0.12156 -3.63610
H 5.60578 1.26893 -2.30852
H 4.38179 1.54775 -3.56453
H 3.79168 -1.76711 -3.36035
H 3.31938 -1.92031 -1.65304
H 5.03063 -1.77981 -2.08610
H 3.97364 2.37332 -0.78607
H 2.19216 2.34597 -0.64820
H 2.97440 2.52493 -2.22323
C 4.45973 0.30096 5.90817
C 4.75460 -0.95530 5.39387
C 4.03901 -1.45179 4.31908
C 3.02743 -0.69468 3.72949
C 2.73411 0.55430 4.25567
C 3.44350 1.05037 5.34262
Sb 1.85623 -1.61456 2.18607
C 3.43072 -2.66965 1.20634
C 3.18335 -3.88467 0.57323
C 4.20640 -4.57631 -0.06116
C 5.48977 -4.05322 -0.08210
C 5.73997 -2.82558 0.51278
C 4.71668 -2.13777 1.14640
C 1.15862 -3.10817 3.53781
C 1.30232 -4.47872 3.38982
C 0.77636 -5.34439 4.34099
C 0.10274 -4.84813 5.44247
C -0.04308 -3.47731 5.60067
C 0.48338 -2.61629 4.65458
H 5.01284 0.68417 6.75338
H 5.53536 -1.55522 5.84230
H 4.26307 -2.44516 3.95108
H 1.92820 1.15043 3.84376
H 3.19241 2.02064 5.74778
H 2.18939 -4.31516 0.57091
H 3.99871 -5.52765 -0.53035
H 6.29011 -4.59595 -0.56589
H 6.73809 -2.40770 0.49469
H 4.93920 -1.19427 1.63080
H 1.81067 -4.90042 2.53607
H 0.88419 -6.41166 4.20696
H -0.32253 -5.52540 6.16942
H -0.58258 -3.08075 6.44895
H 0.35459 -1.54754 4.79231
C -4.02820 7.21337 -1.54403
C -3.27018 5.91876 -1.59862
C -1.96985 5.82157 -1.14045
C -1.26697 4.61712 -1.17433
C 0.17750 4.66604 -0.75386
C -1.88560 3.46275 -1.66703
As -0.84730 1.78267 -1.62019
N -1.69577 0.60873 -0.46917
C -3.02015 0.61597 -0.00514
C -3.63217 1.77864 0.46364
C -4.90667 1.72712 0.99931
C -5.57641 0.51510 1.10967
C -4.95051 -0.64977 0.68604
C -3.68458 -0.60238 0.13121
C -1.15183 1.23270 -3.51213
C -1.84469 0.11303 -3.98687
C -2.58706 -0.85964 -3.11596
C -1.88505 -0.13674 -5.35810
C -1.26231 0.67893 -6.28406
C -1.34597 0.39985 -7.75694
C -0.55415 1.76928 -5.79922
C -0.48197 2.05170 -4.44218
C 0.32208 3.25835 -4.03719
C -3.19320 3.55625 -2.17509
C -3.92730 2.40527 -2.80163
C -3.85685 4.77408 -2.12257
H -3.42366 8.00659 -1.10800
H -4.93341 7.11101 -0.94505
H -4.33381 7.53048 -2.54131
H -1.47604 6.70261 -0.74915
H 0.34919 5.50447 -0.08061
H 0.81947 4.80798 -1.62689
H 0.50371 3.75780 -0.25348
H -3.10045 2.72135 0.42532
H -5.36481 2.63938 1.35686
H -6.56364 0.47626 1.54603
H -5.44312 -1.60512 0.79891
H -3.18558 -1.51812 -0.17268
H -2.20150 -0.88848 -2.10154
H -2.52561 -1.86083 -3.54306
H -3.64549 -0.59565 -3.05397
H -2.42697 -1.00994 -5.70215
H -1.75801 -0.58919 -7.94634
H -0.36390 0.45472 -8.22707
H -1.98652 1.12816 -8.25660
H -0.03302 2.41771 -6.49368
H 0.98113 3.55818 -4.85183
H 0.94039 3.06395 -3.15687
H -0.32181 4.10656 -3.79496
H -3.75729 1.46469 -2.27804
H -3.61613 2.26985 -3.84016
H -4.99874 2.60093 -2.78548
H -4.87158 4.82441 -2.49826



163
Properties=species:S:1:pos:R:3 method="wB97M-V/def2-TZVPD" gap_ev="7.01 / 8.39" homo_ev="-7.74 / -9.12" mol_weight_g_mol=1255.33 s_squared=0.7540 spin_multiplicity=2
C -1.70514 4.13807 0.03080
C -0.65210 3.15515 0.53419
C -0.07924 2.27634 -0.57536
C 1.12751 1.42999 -0.15831
C 0.83269 0.05140 0.47248
O -0.23697 -0.60845 -0.21476
C -0.04894 -0.90381 -1.59453
C -1.21944 -1.76064 -2.05412
C -2.35752 -0.97489 -2.71819
C 0.36964 0.18784 1.91649
C 0.30814 -1.09187 2.77053
C -0.95111 -1.94064 2.47521
C 0.32284 -0.67683 4.23668
N 1.53165 -1.91906 2.54860
O 1.66811 -2.90998 3.34011
C 2.14249 -2.09789 1.20252
C 3.58775 -2.52769 1.40665
C 1.39073 -3.20132 0.44537
C 2.13857 -0.75127 0.47562
H -1.24181 5.01032 -0.43797
H -2.33786 4.48737 0.84702
H -2.35368 3.67130 -0.71699
H 0.17490 3.70867 0.99069
H -1.08740 2.53690 1.32181
H -0.87637 1.63418 -0.96155
H 0.22918 2.92560 -1.40372
H 1.70671 2.00227 0.57626
H 1.79872 1.27946 -1.00920
H 0.90470 -1.42148 -1.74654
H 0.01247 0.03592 -2.16193
H -1.59184 -2.28309 -1.17124
H -0.85294 -2.53769 -2.72766
H -2.32226 -1.05467 -3.80778
H -3.34034 -1.33571 -2.41011
H -2.30541 0.08939 -2.47156
H 1.03354 0.90591 2.41068
H -0.63701 0.61412 1.93319
H -0.68513 -2.96047 2.20929
H -1.52805 -1.52563 1.65104
H -1.58604 -1.99261 3.36203
H 0.30181 -1.55995 4.87406
H -0.56125 -0.06393 4.42818
H 1.21427 -0.09184 4.47715
H 4.10179 -2.53395 0.44252
H 3.64203 -3.52658 1.83895
H 4.10683 -1.83639 2.07491
H 0.41027 -2.87888 0.10379
H 1.98891 -3.50738 -0.41788
H 1.27707 -4.05867 1.11340
H 2.87833 -0.10516 0.96385
H 2.51531 -0.91744 -0.53734
C 9.43156 -4.62443 2.79229
C 8.56725 -5.21043 1.87713
C 7.84557 -4.42082 0.99585
C 8.01559 -3.05021 1.05958
C 8.86771 -2.43925 1.96073
C 9.58078 -3.24459 2.83481
N 7.24810 -2.19981 0.12498
O 6.49318 -2.75488 -0.64961
O 7.41248 -0.99819 0.18955
H 9.99159 -5.24699 3.47758
H 8.45144 -6.28544 1.84824
H 7.16214 -4.84204 0.27424
H 8.95829 -1.36358 1.96644
H 10.25305 -2.79101 3.55047
C 0.10874 -9.13369 0.73559
C -0.48256 -8.29373 1.66984
C -0.94625 -7.04438 1.28904
C -0.80060 -6.67187 -0.03457
C -0.21368 -7.48564 -0.98582
C 0.24350 -8.73159 -0.58684
N -1.28520 -5.33988 -0.44827
O -1.79792 -4.63735 0.40060
O -1.13988 -5.01771 -1.61134
H 0.46780 -10.10796 1.04015
H -0.58259 -8.60840 2.69976
H -1.40525 -6.36322 1.98976
H -0.12525 -7.13972 -2.00462
H 0.70567 -9.38803 -1.31171
C -1.70334 1.90971 -5.28830
C -2.60780 2.84934 -4.80920
C -3.84586 2.99669 -5.41642
C -4.14723 2.17469 -6.48724
C -3.26516 1.22971 -6.98281
C -2.02792 1.10727 -6.37212
N -5.48011 2.29091 -7.12452
O -6.24385 3.13610 -6.70620
O -5.72632 1.51425 -8.02729
H -0.74374 1.79140 -4.80083
H -2.35368 3.46586 -3.95699
H -4.57414 3.71528 -5.07022
H -3.54196 0.60667 -7.81952
H -1.33770 0.36736 -6.74648
C 1.65259 2.32712 7.92338
C 2.01493 3.38715 7.10229
C 1.29727 3.64636 5.94537
C 0.22728 2.82339 5.64297
C -0.15539 1.76124 6.44225
C 0.57331 1.51698 7.59563
N -0.53625 3.08721 4.40715
O -0.17683 4.01112 3.70381
O -1.47954 2.36008 4.15691
H 2.21713 2.13217 8.82637
H 2.84919 4.02042 7.37150
H 1.54954 4.46247 5.28530
H -0.99832 1.15082 6.15697
H 0.29741 0.68971 8.23574
C 3.43702 -2.93906 -8.20861
C 3.10245 -1.87956 -9.04166
C 1.80290 -1.39957 -9.06999
C 0.86887 -2.00427 -8.24887
C 1.17138 -3.06300 -7.41235
C 2.47601 -3.52967 -7.39871
N -0.51454 -1.49267 -8.26131
O -0.77700 -0.57519 -9.01346
O -1.31556 -2.00639 -7.50379
H 4.45394 -3.30837 -8.19180
H 3.85339 -1.42413 -9.67284
H 1.50697 -0.57887 -9.70587
H 0.39763 -3.50137 -6.80031
H 2.73965 -4.35786 -6.75510
C -3.86952 7.04320 0.94797
C -2.66967 7.70877 0.73241
C -2.65361 8.89675 0.01881
C -3.85290 9.38631 -0.46503
C -5.06074 8.74397 -0.26686
C -5.05922 7.55748 0.45017
N -3.84297 10.65481 -1.22605
O -2.76933 11.19389 -1.40800
O -4.90895 11.08097 -1.62372
H -3.87747 6.11798 1.50830
H -1.74484 7.30265 1.11969
H -1.74092 9.44263 -0.16698
H -5.96651 9.17211 -0.66878
H -5.99097 7.03427 0.61809
C -5.96150 -1.83346 -6.82566
C -5.07053 -2.58823 -6.07528
C -4.25917 -3.52336 -6.69477
C -4.36236 -3.67133 -8.06423
C -5.24797 -2.94047 -8.83691
C -6.05622 -2.01185 -8.20006
N -3.46414 -4.63345 -8.73426
O -2.68462 -5.25941 -8.03966
O -3.54424 -4.73670 -9.94250
H -6.57804 -1.08864 -6.33897
H -4.99489 -2.44011 -5.00598
H -3.54317 -4.11424 -6.14546
H -5.28073 -3.09417 -9.90489
H -6.74554 -1.40921 -8.77560
C -0.60197 3.49799 12.84508
C 0.63918 3.51979 13.46763
C 1.74731 4.01132 12.79560
C 1.57339 4.47442 11.50448
C 0.35011 4.46478 10.85906
C -0.74608 3.96690 11.54587
N 2.75048 4.99268 10.77476
O 3.82900 4.94302 11.32979
O 2.56513 5.42687 9.65393
H -1.46265 3.11317 13.37606
H 0.74777 3.15338 14.47947
H 2.72721 4.04128 13.24773
H 0.27467 4.83520 9.84759
H -1.71383 3.94698 11.06315